## one
C54H45N9O18 | ωB97M-V/def2-TZVPD

Results
Charge: 0
Structure (SMILES): O=[N+]([O-])c1ccccc1.O=[N+]([O-])c1ccccc1.O=[N+]([O-])c1ccccc1.O=[N+]([O-])c1ccccc1.O=[N+]([O-])c1ccccc1.O=[N+]([O-])c1ccccc1.O=[N+]([O-])c1ccccc1.O=[N+]([O-])c1ccccc1.O=[N+]([O-])c1ccccc1
Kohn-Sham gap, eV: 8.54
LUMO level, Ha: -0.0394

Cartesian coordinates (Å):
C 1.41 5.27 -2.25
C 1.28 6.57 -2.72
C 1.78 7.60 -1.95
C 2.40 7.34 -0.74
C 2.55 6.05 -0.24
C 2.04 5.03 -1.05
N 3.11 8.46 -0.05
O 3.05 8.56 1.15
O 3.57 9.29 -0.80
H 1.02 4.47 -2.88
H 0.69 6.77 -3.61
H 1.48 8.60 -2.21
H 3.17 5.86 0.63
H 2.22 3.99 -0.81
C 5.69 -1.14 0.66
C 6.96 -1.28 0.08
C 8.02 -1.92 0.75
C 7.75 -2.44 2.01
C 6.50 -2.35 2.58
C 5.46 -1.77 1.86
N 8.76 -3.31 2.68
O 8.76 -3.35 3.90
O 9.58 -3.84 1.97
H 4.98 -0.51 0.14
H 7.31 -0.97 -0.89
H 8.99 -1.81 0.28
H 6.36 -2.71 3.59
H 4.52 -1.72 2.38
C -5.30 -0.68 2.48
C -5.34 -0.31 3.84
C -4.27 0.37 4.37
C -3.10 0.59 3.62
C -3.07 0.14 2.32
C -4.19 -0.42 1.74
N -1.95 1.29 4.18
O -0.88 1.05 3.67
O -2.13 2.05 5.10
H -6.09 -1.29 2.05
H -6.21 -0.53 4.45
H -4.32 0.76 5.38
H -2.15 0.36 1.78
H -4.09 -0.66 0.68
C -4.24 -3.21 -3.03
C -5.32 -3.89 -3.58
C -6.31 -3.21 -4.27
C -6.23 -1.83 -4.40
C -5.10 -1.14 -3.93
C -4.10 -1.86 -3.30
N -7.40 -1.14 -4.91
O -7.21 -0.03 -5.37
O -8.47 -1.68 -4.80
H -3.41 -3.74 -2.58
H -5.42 -4.95 -3.39
H -7.10 -3.83 -4.67
H -5.01 -0.08 -4.13
H -3.19 -1.36 -2.99
C -2.98 -4.75 0.52
C -2.20 -5.60 -0.25
C -0.88 -5.82 0.14
C -0.40 -5.22 1.30
C -1.23 -4.39 2.07
C -2.48 -4.02 1.59
N 0.98 -5.44 1.75
O 1.83 -5.78 0.96
O 1.18 -5.24 2.93
H -4.01 -4.58 0.23
H -2.59 -6.12 -1.11
H -0.23 -6.48 -0.42
H -0.85 -3.97 2.99
H -3.09 -3.27 2.07
C 6.14 -7.86 -2.10
C 6.73 -6.76 -2.69
C 6.12 -5.50 -2.60
C 5.00 -5.36 -1.81
C 4.41 -6.50 -1.23
C 4.99 -7.75 -1.33
N 4.28 -4.07 -1.71
O 4.91 -3.10 -2.08
O 3.15 -4.01 -1.28
H 6.66 -8.78 -2.32
H 7.60 -6.82 -3.33
H 6.66 -4.66 -3.02
H 3.63 -6.23 -0.53
H 4.58 -8.66 -0.92
C -4.82 4.23 0.14
C -4.06 5.18 -0.53
C -3.13 4.82 -1.51
C -3.06 3.47 -1.83
C -3.78 2.51 -1.13
C -4.67 2.88 -0.15
N -2.10 3.03 -2.87
O -1.43 3.89 -3.42
O -2.12 1.85 -3.16
H -5.47 4.54 0.94
H -4.04 6.21 -0.20
H -2.62 5.57 -2.10
H -3.72 1.47 -1.42
H -5.25 2.07 0.28
C -2.05 4.34 2.22
C -2.40 5.60 2.67
C -1.39 6.50 3.01
C -0.04 6.12 2.94
C 0.30 4.89 2.42
C -0.72 4.00 2.13
N 1.06 6.97 3.37
O 2.19 6.63 3.19
O 0.76 8.00 3.95
H -2.85 3.65 1.99
H -3.43 5.85 2.91
H -1.49 7.47 3.49
H 1.31 4.51 2.35
H -0.54 3.00 1.76
C -0.92 -1.90 -0.95
C 0.36 -2.24 -0.55
C 1.27 -1.32 -0.11
C 0.84 -0.01 0.00
C -0.45 0.40 -0.35
C -1.32 -0.56 -0.86
N 1.72 1.06 0.48
O 2.84 0.84 0.88
O 1.25 2.18 0.47
H -1.65 -2.65 -1.23
H 0.66 -3.28 -0.64
H 2.28 -1.57 0.15
H -0.76 1.40 -0.08
H -2.31 -0.36 -1.25

Atom charges from the Löwdin analysis, given in e for atoms 1 to 4: -0.081 -0.062 -0.022 -0.140



## two
C54H45N9O18 | ωB97M-V/def2-TZVPD

Results
Charge: 0
Structure (SMILES): O=[N+]([O-])c1ccccc1.O=[N+]([O-])c1ccccc1.O=[N+]([O-])c1ccccc1.O=[N+]([O-])c1ccccc1.O=[N+]([O-])c1ccccc1.O=[N+]([O-])c1ccccc1.O=[N+]([O-])c1ccccc1.O=[N+]([O-])c1ccccc1.O=[N+]([O-])c1ccccc1
Kohn-Sham gap, eV: 8.12
LUMO level, Ha: -0.0574

Cartesian coordinates (Å):
C -6.90 6.06 -3.70
C -6.24 6.41 -2.53
C -5.06 5.72 -2.20
C -4.61 4.81 -3.14
C -5.23 4.46 -4.30
C -6.37 5.11 -4.56
N -3.31 4.08 -2.91
O -2.72 4.32 -1.85
O -2.86 3.40 -3.74
H -7.87 6.45 -3.96
H -6.56 7.26 -1.95
H -4.53 6.00 -1.30
H -4.92 3.72 -5.02
H -6.97 4.81 -5.40
C 4.15 0.15 5.47
C 3.51 -1.07 5.24
C 4.26 -2.14 4.62
C 5.67 -1.97 4.56
C 6.28 -0.79 4.80
C 5.54 0.28 5.22
N 6.52 -3.11 4.16
O 6.17 -4.28 4.39
O 7.57 -2.89 3.60
H 3.58 0.98 5.88
H 2.45 -1.23 5.31
H 3.78 -3.06 4.34
H 7.27 -0.48 4.49
H 6.03 1.19 5.52
C -1.46 0.20 0.80
C -0.35 0.24 1.73
C 0.90 -0.33 1.28
C 1.01 -0.90 0.07
C -0.11 -1.08 -0.81
C -1.29 -0.59 -0.34
N 2.38 -1.46 -0.27
O 3.35 -1.32 0.47
O 2.57 -2.03 -1.35
H -2.37 0.72 1.06
H -0.64 0.74 2.64
H 1.74 -0.21 1.95
H -0.12 -1.58 -1.76
H -2.13 -0.94 -0.92
C 4.74 -4.74 -0.94
C 4.80 -6.10 -0.67
C 5.91 -6.78 -1.17
C 6.89 -6.22 -2.03
C 6.77 -4.79 -2.35
C 5.68 -4.11 -1.80
N 8.02 -6.96 -2.63
O 8.58 -6.47 -3.63
O 8.32 -8.04 -2.29
H 3.97 -4.24 -0.37
H 4.12 -6.69 -0.08
H 5.78 -7.80 -0.86
H 7.42 -4.29 -3.05
H 5.45 -3.09 -2.06
C -5.06 -0.50 2.28
C -5.12 -1.83 2.57
C -5.11 -2.76 1.51
C -5.19 -2.36 0.15
C -5.09 -0.97 -0.02
C -4.95 -0.06 0.99
N -5.26 -3.36 -0.89
O -5.69 -3.06 -2.04
O -4.94 -4.51 -0.53
H -5.15 0.12 3.16
H -5.32 -2.23 3.56
H -5.25 -3.79 1.80
H -5.09 -0.47 -0.98
H -4.76 1.00 0.92
C -0.98 -4.97 -0.73
C 0.42 -5.21 -0.69
C 1.13 -4.90 0.45
C 0.46 -4.47 1.62
C -0.93 -4.30 1.60
C -1.62 -4.48 0.42
N 1.21 -4.03 2.83
O 2.40 -4.36 2.91
O 0.61 -3.49 3.74
H -1.59 -5.18 -1.59
H 0.90 -5.40 -1.64
H 2.20 -5.02 0.47
H -1.44 -3.87 2.45
H -2.69 -4.36 0.52
C 0.18 5.70 -1.16
C 0.77 4.61 -1.75
C 2.07 4.23 -1.51
C 2.69 4.79 -0.44
C 2.06 5.86 0.29
C 0.82 6.34 -0.13
N 4.08 4.31 -0.07
O 4.70 4.77 0.87
O 4.42 3.31 -0.81
H -0.80 6.02 -1.47
H 0.26 4.17 -2.59
H 2.58 3.46 -2.06
H 2.64 6.22 1.12
H 0.31 7.19 0.29
C -2.49 -0.92 -5.62
C -3.75 -1.16 -5.04
C -4.83 -0.37 -5.30
C -4.70 0.71 -6.13
C -3.48 0.91 -6.80
C -2.40 0.08 -6.51
N -5.96 1.61 -6.47
O -5.82 2.66 -7.11
O -7.05 1.34 -5.90
H -1.71 -1.55 -5.21
H -3.83 -1.90 -4.26
H -5.73 -0.48 -4.71
H -3.53 1.61 -7.61
H -1.53 0.07 -7.15
C 2.56 4.12 3.93
C 2.56 3.26 5.00
C 1.47 2.89 5.61
C 0.21 3.34 5.15
C 0.12 4.33 4.20
C 1.27 4.78 3.59
N -0.94 2.60 5.70
O -0.70 1.54 6.28
O -2.04 3.14 5.46
H 3.42 4.37 3.34
H 3.55 3.00 5.33
H 1.56 2.20 6.44
H -0.82 4.71 3.84
H 1.18 5.62 2.92

Atom charges from the Löwdin analysis, given in e for atoms 1 to 4: -0.061 -0.053 0.013 -0.131



Which is more stable than every other structure shown? one is more stable than every other one.